The following is a quantum chemistry calculation of a structure of composition C37H24Br2N5O3TaTe, from the Open Molecules 2025 dataset.

The geometry in ORCA input format:
```
! RIJCOSX wB97M-V def2-TZVPD def2/J DEFGRID3
* xyz 0 1
Ta -0.934 0.831 -0.655
O 0.419 -2.614 2.036
C 0.696 -1.854 3.108
C 0.809 -2.516 4.333
C 1.121 -1.818 5.478
C 1.329 -0.439 5.439
C 1.211 0.222 4.237
C 0.891 -0.460 3.056
C 0.667 0.311 1.827
O 0.259 -0.303 0.758
N 0.850 1.614 1.833
N 0.510 2.092 0.590
C 1.001 3.214 0.224
C 0.753 3.617 -1.149
C 1.154 4.852 -1.629
C 0.893 5.169 -2.950
C 0.266 4.225 -3.741
C -0.112 3.013 -3.184
N 0.106 2.702 -1.906
H 0.366 -2.019 1.260
H 0.648 -3.585 4.348
H 1.208 -2.349 6.417
H 1.570 0.108 6.340
H 1.346 1.293 4.179
H 1.599 3.810 0.904
H 1.652 5.550 -0.970
H 1.175 6.133 -3.352
H 0.049 4.417 -4.782
H -0.635 2.281 -3.777
Br -2.755 -3.615 -1.164
C -2.839 -2.782 0.520
C -3.284 -3.522 1.632
C -3.328 -2.953 2.869
Br -3.924 -3.997 4.335
C -2.946 -1.602 3.071
C -2.960 -0.921 4.309
C -2.574 0.388 4.358
C -2.153 1.024 3.174
N -2.098 0.410 2.023
C -2.491 -0.876 1.951
C -2.427 -1.480 0.657
O -1.961 -0.777 -0.357
H -3.581 -4.552 1.491
H -3.287 -1.441 5.198
H -2.572 0.935 5.290
H -1.831 2.060 3.184
C -3.122 0.260 -4.552
C -2.198 -0.355 -5.385
C -0.947 -0.663 -4.890
C -0.610 -0.333 -3.572
C -1.497 0.356 -2.734
C -2.776 0.607 -3.256
C 0.713 -0.700 -3.022
C 1.486 -1.689 -3.690
C 2.682 -2.069 -3.182
C 3.174 -1.419 -2.030
C 4.446 -1.735 -1.505
C 4.944 -1.061 -0.427
C 4.177 -0.029 0.140
C 2.936 0.280 -0.345
C 2.370 -0.427 -1.425
N 1.105 -0.123 -1.893
H -4.116 0.486 -4.919
H -2.453 -0.598 -6.408
H -0.232 -1.144 -5.544
H -3.507 1.107 -2.640
H 1.082 -2.173 -4.564
H 3.270 -2.849 -3.649
H 5.019 -2.517 -1.988
H 5.917 -1.305 -0.024
H 4.571 0.539 0.973
H 2.396 1.093 0.096
Te -2.684 2.666 -0.377
*
```

Summary:
Highest occupied orbital energy   -6.75 eV
Energy above the lowest of the compared OMol25 structures with the same formula, charge and spin   12.9 kcal/mol
Kohn-Sham gap   5.7 eV
E_LUMO   -1.0 eV
DFT total energy   -201285.115 eV
M   1055.0 u



The following is a quantum chemistry calculation of a structure of composition C37H25Br3Cl7N4OTi, from the Open Molecules 2025 dataset.

The geometry in ORCA input format:
```
! RIJCOSX wB97M-V def2-TZVPD def2/J DEFGRID3
* xyz 1 3
Ti 0.239 -0.188 -0.146
Br 5.526 -2.676 3.314
C 4.057 -1.899 2.449
C 2.823 -1.836 3.078
C 1.769 -1.283 2.380
N 1.880 -0.790 1.144
C 3.096 -0.794 0.570
C 4.202 -1.369 1.179
C 3.175 -0.111 -0.740
C 4.359 0.025 -1.444
C 4.339 0.702 -2.654
Br 5.925 0.909 -3.629
C 3.150 1.227 -3.127
C 2.013 1.049 -2.363
N 2.018 0.403 -1.195
H 2.679 -2.213 4.080
H 0.790 -1.224 2.831
H 5.163 -1.397 0.691
H 5.289 -0.372 -1.068
H 3.099 1.773 -4.058
H 1.061 1.443 -2.691
Cl -2.981 0.514 0.964
C -1.749 1.518 1.688
C -0.423 1.390 1.266
C 0.439 2.335 1.820
Cl 2.115 2.367 1.306
C 0.061 3.304 2.748
Cl 1.193 4.428 3.387
C -1.269 3.356 3.161
Cl -1.773 4.525 4.309
C -2.187 2.460 2.618
Cl -3.836 2.545 3.095
Br -4.103 5.623 -1.840
C -3.165 3.982 -1.816
C -3.810 2.815 -2.193
C -3.126 1.611 -2.161
C -1.793 1.568 -1.758
C -1.160 2.753 -1.393
C -1.840 3.958 -1.414
N -1.054 0.358 -1.675
C -1.256 -0.555 -2.633
C -0.435 -1.704 -2.697
C -0.550 -2.666 -3.725
C 0.344 -3.700 -3.785
C 1.368 -3.778 -2.825
C 1.411 -2.819 -1.842
N 0.531 -1.814 -1.744
H -4.849 2.842 -2.492
H -3.652 0.698 -2.406
H -0.123 2.736 -1.083
H -1.345 4.871 -1.112
H -1.986 -0.387 -3.417
H -1.337 -2.561 -4.460
H 0.273 -4.441 -4.570
H 2.105 -4.568 -2.848
H 2.181 -2.855 -1.076
C -0.911 -3.978 0.669
C -1.175 -2.651 1.308
O -0.741 -1.624 0.762
C -1.958 -2.561 2.540
C -1.936 -1.389 3.302
C -2.684 -1.299 4.460
C -3.481 -2.367 4.851
C -3.525 -3.530 4.093
C -2.756 -3.636 2.949
H 0.023 -3.938 0.118
H -1.706 -4.185 -0.054
H -0.890 -4.784 1.398
H -1.349 -0.543 2.972
H -2.663 -0.390 5.047
H -4.078 -2.291 5.751
H -4.156 -4.353 4.397
H -2.796 -4.543 2.361
Cl 1.144 4.232 -4.303
C 1.572 5.346 -2.994
Cl 2.139 4.488 -1.552
H 0.686 5.911 -2.730
H 2.369 5.992 -3.343
*
```

Summary:
Highest occupied orbital energy (alpha / beta)   -8.74 / -10.49 eV
Energy above the lowest of the compared OMol25 structures with the same formula, charge and spin   9.8 kcal/mol
Kohn-Sham gap (alpha / beta)   5.1 / 6.8 eV
⟨S²⟩   2.0186
E_LUMO (alpha / beta)   -3.6 / -3.7 eV
DFT total energy   -367680.383 eV
M   1077.4 u



The following is a quantum chemistry calculation of a structure of composition C37H25BrEuF2N8OS, from the Open Molecules 2025 dataset.

The geometry in ORCA input format:
```
! RIJCOSX wB97M-V def2-TZVPD def2/J DEFGRID3
* xyz 1 7
Eu -0.001 0.245 -0.665
C -3.471 -3.639 -1.281
C -2.978 -4.882 -0.839
C -1.760 -4.900 -0.191
C -1.104 -3.640 0.167
N -1.612 -2.464 -0.265
C -2.768 -2.478 -0.967
N -0.138 -3.803 1.095
C 0.724 -2.846 1.331
N 1.054 -1.739 0.597
C 1.944 -0.966 1.347
N 2.281 0.275 0.944
C 2.201 1.400 1.770
C 3.367 2.062 2.279
C 3.273 3.201 3.032
C 2.024 3.778 3.240
C 0.942 3.121 2.705
N 0.995 1.975 1.969
C 2.280 -1.688 2.628
C 2.909 -1.459 3.854
C 2.674 -2.321 4.921
C 1.747 -3.379 4.861
C 1.104 -3.632 3.681
C 1.448 -2.824 2.582
H -4.420 -3.530 -1.828
H -3.549 -5.773 -1.016
H -1.320 -5.813 0.182
H -3.168 -1.482 -1.247
H 4.317 1.628 2.006
H 4.176 3.635 3.468
H 1.924 4.713 3.800
H -0.028 3.528 2.918
H 3.548 -0.606 4.042
H 3.209 -2.180 5.838
H 1.588 -4.012 5.707
H 0.318 -4.360 3.578
F -2.932 2.930 -4.845
C -3.005 2.540 -3.512
C -1.871 1.993 -2.914
C -1.945 1.581 -1.577
C -3.135 1.850 -0.823
C -4.266 2.367 -1.503
F -5.417 2.578 -0.752
C -4.229 2.716 -2.849
C -3.124 1.562 0.678
C -4.140 1.966 1.579
C -4.017 1.623 2.928
C -2.994 0.766 3.320
C -2.077 0.365 2.354
N -2.093 0.772 1.086
H -0.950 1.895 -3.547
H -5.081 3.146 -3.382
H -4.963 2.573 1.269
H -4.754 1.988 3.630
H -2.942 0.336 4.314
H -1.248 -0.293 2.624
O 5.386 3.486 -3.613
C 4.284 2.775 -3.252
C 4.126 1.411 -3.476
C 3.038 0.801 -2.891
N 2.029 1.467 -2.272
C 2.121 2.793 -2.197
Br 0.814 3.823 -1.253
C 3.236 3.514 -2.645
H 6.110 2.874 -3.871
H 4.786 0.766 -4.053
H 2.936 -0.279 -2.888
H 3.278 4.598 -2.484
S 0.286 -3.884 -3.643
C -0.548 -2.710 -4.629
C -0.432 -1.460 -4.095
N 0.175 -1.422 -2.883
C 0.667 -2.594 -2.545
H -1.078 -3.021 -5.547
H -0.867 -0.559 -4.511
H 1.107 -2.770 -1.575
*
```

Summary:
Highest occupied orbital energy (alpha / beta)   -10.39 / -10.40 eV
Energy above the lowest of the compared OMol25 structures with the same formula, charge and spin   0.0 kcal/mol
Kohn-Sham gap (alpha / beta)   6.0 / 7.2 eV
⟨S²⟩   12.0992
E_LUMO (alpha / beta)   -4.4 / -3.2 eV
DFT total energy   -158379.626 eV
M   899.6 u



The following is a quantum chemistry calculation of a structure of composition C37H25CoF5N2O3P2S2, from the Open Molecules 2025 dataset.

The geometry in ORCA input format:
```
! RIJCOSX wB97M-V def2-TZVPD def2/J DEFGRID3
* xyz -2 2
Co 0.978 -0.071 -1.174
S 0.492 -2.870 -0.191
P -0.758 -1.553 0.625
C -0.823 -0.091 -0.187
P -0.896 1.559 0.112
S 0.280 2.601 -1.123
C -0.570 2.322 1.764
C 0.275 1.726 2.693
C 0.599 2.378 3.877
C 0.087 3.636 4.147
C -0.735 4.255 3.212
C -1.049 3.608 2.030
C -2.660 2.020 -0.176
C -3.622 2.149 0.820
C -4.966 2.302 0.494
C -5.361 2.325 -0.834
C -4.406 2.185 -1.836
C -3.070 2.030 -1.510
C -2.434 -2.304 0.734
C -3.547 -1.508 0.499
C -4.828 -2.034 0.613
C -5.001 -3.369 0.947
C -3.889 -4.177 1.158
C -2.613 -3.647 1.049
C -0.415 -1.501 2.442
C -1.384 -1.021 3.324
C -1.123 -0.923 4.681
C 0.119 -1.296 5.176
C 1.092 -1.770 4.305
C 0.824 -1.878 2.948
H 0.713 0.765 2.472
H 1.256 1.889 4.585
H 0.336 4.142 5.073
H -1.120 5.252 3.398
H -1.656 4.113 1.289
H -3.331 2.112 1.863
H -5.702 2.394 1.285
H -6.408 2.440 -1.092
H -4.707 2.183 -2.877
H -2.321 1.893 -2.282
H -3.396 -0.479 0.193
H -5.687 -1.399 0.427
H -5.999 -3.785 1.028
H -4.018 -5.227 1.397
H -1.738 -4.271 1.192
H -2.352 -0.714 2.943
H -1.886 -0.542 5.350
H 0.329 -1.214 6.237
H 2.065 -2.060 4.684
H 1.569 -2.250 2.255
O 1.956 0.133 0.541
N 3.212 0.286 0.440
N 3.641 0.260 -0.764
O 2.866 0.097 -1.811
C 5.027 0.416 -0.984
C 5.476 0.462 -2.301
C 6.832 0.609 -2.547
C 7.735 0.710 -1.498
C 7.272 0.660 -0.187
C 5.924 0.511 0.082
H 4.749 0.372 -3.094
H 7.182 0.641 -3.571
H 8.794 0.823 -1.697
H 7.970 0.734 0.638
H 5.554 0.468 1.094
F 1.341 -2.627 -7.796
C 1.062 -2.053 -6.598
C 1.742 -2.424 -5.451
F 2.693 -3.379 -5.539
C 1.465 -1.843 -4.229
F 2.158 -2.274 -3.166
C 0.481 -0.830 -4.059
O 0.180 -0.255 -2.969
C -0.191 -0.494 -5.269
F -1.155 0.449 -5.232
C 0.086 -1.078 -6.484
F -0.596 -0.699 -7.588
*
```

Summary:
Highest occupied orbital energy (alpha / beta)   -1.63 / -1.66 eV
Energy above the lowest of the compared OMol25 structures with the same formula, charge and spin   1.3 kcal/mol
Kohn-Sham gap (alpha / beta)   6.0 / 6.0 eV
⟨S²⟩   0.7623
E_LUMO (alpha / beta)   4.3 / 4.3 eV
DFT total energy   -139359.264 eV
M   825.6 u



The following is a quantum chemistry calculation of a structure of composition C37H26AlAsF3N5O6, from the Open Molecules 2025 dataset.

The geometry in ORCA input format:
```
! RIJCOSX wB97M-V def2-TZVPD def2/J DEFGRID3
* xyz 0 1
Al -1.929 -0.256 0.560
C -2.377 3.237 -0.899
C -3.441 2.293 -0.479
N -3.299 1.053 -0.028
C -4.554 0.590 0.279
C -5.474 1.546 0.007
N -4.745 2.607 -0.476
C -6.949 1.625 0.121
O -7.555 0.561 0.601
O -7.517 2.635 -0.220
C -4.627 -0.773 0.858
O -5.713 -1.277 1.132
O -3.464 -1.282 1.017
H -1.596 2.714 -1.443
H -1.936 3.685 -0.008
H -2.796 4.025 -1.523
H -5.165 3.485 -0.744
H -6.912 -0.176 0.832
N -0.749 -1.030 4.346
C -1.301 -0.139 3.484
O -1.324 -0.491 2.260
C -1.750 1.102 3.956
C -1.623 1.402 5.336
N -1.469 1.574 6.466
C -2.312 2.053 3.079
N -2.771 2.828 2.355
H -0.686 -1.978 4.014
H -0.850 -0.880 5.337
F 3.153 -5.408 -5.588
C 2.934 -5.747 -4.306
F 2.551 -7.033 -4.290
F 4.133 -5.693 -3.683
C 1.936 -4.844 -3.643
C 1.133 -5.331 -2.620
C 0.276 -4.476 -1.951
C 0.215 -3.123 -2.293
C 1.008 -2.654 -3.343
C 1.867 -3.508 -4.012
C -0.587 -2.225 -1.516
C -1.191 -1.503 -0.750
H 1.181 -6.376 -2.347
H -0.345 -4.842 -1.145
H 0.957 -1.608 -3.620
H 2.484 -3.137 -4.820
O -0.642 1.074 0.257
As 1.034 1.026 0.289
C 1.840 -0.666 0.650
C 1.848 -1.155 1.953
C 2.417 -2.393 2.207
C 2.975 -3.129 1.169
C 2.975 -2.631 -0.126
C 2.409 -1.393 -0.388
C 1.625 2.231 1.638
C 2.923 2.154 2.135
C 3.318 3.027 3.136
C 2.418 3.957 3.640
C 1.124 4.025 3.144
C 0.721 3.162 2.135
C 1.593 1.586 -1.447
C 2.743 2.345 -1.625
C 3.122 2.717 -2.907
C 2.353 2.331 -3.996
C 1.203 1.575 -3.812
C 0.816 1.198 -2.534
H 1.411 -0.584 2.762
H 2.427 -2.782 3.217
H 3.416 -4.097 1.372
H 3.404 -3.208 -0.936
H 2.399 -1.007 -1.400
H 3.613 1.406 1.762
H 4.323 2.972 3.534
H 2.725 4.627 4.433
H 0.420 4.740 3.549
H -0.294 3.193 1.759
H 3.335 2.656 -0.772
H 4.012 3.313 -3.055
H 2.650 2.625 -4.994
H 0.604 1.280 -4.665
H -0.077 0.603 -2.375
*
```

Summary:
Highest occupied orbital energy   -8.57 eV
Energy above the lowest of the compared OMol25 structures with the same formula, charge and spin   0.0 kcal/mol
Kohn-Sham gap   8.4 eV
E_LUMO   -0.2 eV
DFT total energy   -134121.124 eV
M   795.5 u



The following is a quantum chemistry calculation of a structure of composition C37H26AsBrCl5N2SSn, from the Open Molecules 2025 dataset.

The geometry in ORCA input format:
```
! RIJCOSX wB97M-V def2-TZVPD def2/J DEFGRID3
* xyz 3 1
Sn -0.804 -0.591 0.103
Cl -3.346 -1.600 1.096
C -2.850 -0.282 2.130
C -1.657 0.341 1.802
C -1.237 1.423 2.563
Cl 0.233 2.247 2.173
C -1.991 1.850 3.657
Cl -1.472 3.178 4.586
C -3.177 1.178 3.988
Cl -4.088 1.677 5.329
C -3.620 0.098 3.215
Cl -5.059 -0.733 3.587
C 1.340 -2.185 -5.495
C 1.565 -1.593 -4.134
C 2.779 -1.005 -3.776
C 2.943 -0.416 -2.530
C 1.852 -0.452 -1.693
Br 1.915 0.317 0.053
N 0.688 -1.003 -1.979
C 0.550 -1.576 -3.187
H 2.256 -2.612 -5.898
H 1.011 -1.406 -6.185
H 0.571 -2.956 -5.475
H 3.608 -1.009 -4.474
H 3.876 0.039 -2.228
H -0.409 -2.035 -3.395
C -1.726 -5.823 -2.771
C -2.515 -4.893 -2.098
C -1.936 -4.044 -1.171
C -0.567 -4.132 -0.913
C 0.223 -5.069 -1.572
C -0.368 -5.914 -2.505
As 0.147 -3.042 0.476
C 2.027 -3.191 0.593
C 2.599 -3.330 1.857
C 3.966 -3.548 1.950
C 4.741 -3.610 0.800
C 4.163 -3.458 -0.458
C 2.803 -3.234 -0.570
C -0.669 -3.541 2.120
C -0.614 -2.670 3.209
C -1.164 -3.062 4.418
C -1.757 -4.315 4.533
C -1.796 -5.181 3.449
C -1.256 -4.799 2.228
H -2.179 -6.487 -3.495
H -3.580 -4.848 -2.286
H -2.555 -3.343 -0.625
H 1.275 -5.171 -1.348
H 0.236 -6.655 -3.012
H 1.994 -3.292 2.753
H 4.423 -3.675 2.922
H 5.807 -3.779 0.881
H 4.776 -3.523 -1.347
H 2.351 -3.108 -1.546
H -0.139 -1.698 3.126
H -1.127 -2.399 5.273
H -2.188 -4.620 5.478
H -2.247 -6.159 3.551
H -1.292 -5.475 1.384
S -2.009 3.087 -2.389
C -1.173 2.160 -1.262
N -1.427 0.867 -1.301
C -2.369 0.547 -2.288
C -2.872 -0.721 -2.580
C -3.824 -0.828 -3.568
C -4.269 0.307 -4.268
C -3.764 1.560 -3.998
C -2.804 1.668 -2.989
H -0.483 2.603 -0.556
H -2.515 -1.604 -2.053
H -4.241 -1.795 -3.813
H -5.021 0.193 -5.036
H -4.103 2.428 -4.548
*
```

Summary:
Highest occupied orbital energy   -16.54 eV
Energy above the lowest of the compared OMol25 structures with the same formula, charge and spin   4.9 kcal/mol
Kohn-Sham gap   6.6 eV
E_LUMO   -9.9 eV
DFT total energy   -251905.785 eV
M   981.5 u